(1)
C31H31B3F5NO3 | wB97M-V/def2-TZVPD

```
74
Properties=species:S:1:pos:R:3:lowdin_charge:R:1
F -5.798 -1.188 1.639 0.0432
F -7.811 5.076 2.619 0.0493
F 4.640 -3.657 -1.994 0.0393
F 1.946 5.390 -1.917 0.0489
F -0.679 -6.129 0.892 0.0385
O -1.326 2.690 -0.045 0.2481
O 0.205 1.125 -0.980 0.2171
O -0.390 0.997 1.306 0.2529
N -1.674 4.392 2.394 0.0015
C -7.025 4.015 2.332 -0.2885
C 0.626 -5.829 1.084 -0.2839
C -7.612 2.869 1.834 -0.0170
C -4.871 3.018 2.250 -0.0756
C 1.339 -5.241 0.061 -0.0097
C -3.381 -4.440 1.009 -0.0888
C -5.666 4.116 2.546 -0.0125
C 2.270 4.977 -3.162 -0.2887
C 1.188 -6.123 2.309 -0.0186
C -3.687 -2.198 1.835 -0.0152
C -5.002 -2.259 1.422 -0.2803
C 2.675 -4.933 0.281 -0.0739
C 5.181 -1.673 -0.858 -0.0167
C 6.143 -0.747 -0.482 -0.0818
C 2.664 5.470 -5.454 -0.0834
C 7.821 -1.980 -1.682 -0.0820
C -0.594 3.381 2.329 -0.1271
C -2.878 -3.306 1.631 -0.0756
C 7.460 -0.896 -0.893 -0.0950
C 2.532 3.639 -3.368 -0.0218
C -6.803 1.781 1.539 -0.0806
C 2.327 5.907 -4.180 -0.0167
C 2.526 -5.819 2.513 -0.0831
C -5.533 -3.373 0.805 -0.0173
C 6.872 -2.920 -2.059 -0.0157
C 5.571 -2.742 -1.639 -0.2833
C -5.433 1.851 1.750 -0.0885
C -4.705 -4.466 0.591 -0.0783
C 2.929 4.128 -5.690 -0.0957
C 2.860 3.214 -4.647 -0.0776
C 3.269 -5.223 1.502 -0.0905
B -0.805 2.327 1.195 -0.5423
B 0.536 0.737 0.312 -0.3233
B -0.434 2.350 -1.052 -0.3283
H 1.610 0.288 0.553 0.1185
H -8.683 2.837 1.684 0.1158
H 7.130 -3.776 -2.666 0.1184
H -7.245 0.875 1.146 0.0981
H 0.855 -5.029 -0.883 0.1193
H -1.846 -3.281 1.959 0.1044
H -5.101 -5.346 0.101 0.1049
H 2.987 -6.047 3.465 0.1045
H 3.059 2.167 -4.829 0.1064
H 3.187 3.794 -6.686 0.1008
H -2.189 4.373 1.517 0.0554
H 2.476 2.948 -2.537 0.1132
H 3.256 -4.460 -0.497 0.0803
H -0.454 2.888 3.287 0.1077
H 2.719 6.184 -6.265 0.1046
H 2.110 6.946 -3.974 0.1175
H -2.743 -5.294 0.842 0.0807
H -1.252 5.311 2.405 0.0679
H 4.148 -1.575 -0.554 0.1133
H 4.311 -4.982 1.666 0.1019
H -0.193 3.136 -1.907 0.1186
H 0.585 -6.581 3.081 0.1176
H -3.803 3.076 2.407 0.0780
H -4.801 1.004 1.528 0.0845
H -3.311 -1.303 2.314 0.1145
H 5.860 0.094 0.138 0.1047
H 8.847 -2.098 -2.005 0.1054
H -5.244 5.035 2.931 0.1173
H 0.373 3.854 2.103 0.1259
H -6.571 -3.375 0.500 0.1166
H 8.206 -0.169 -0.598 0.1016
```

Results
Energy = -2054.468756 Eh

=====

(2)
C31H31BHgN10OS2 | wB97M-V/def2-TZVPD

```
77
Properties=species:S:1:pos:R:3:lowdin_charge:R:1
Hg 0.004 0.275 -0.296 0.9378
S -1.425 1.407 -2.486 0.6128
S -2.140 -1.368 0.216 0.5868
O 1.514 2.786 -0.185 0.0291
N -2.513 2.249 1.858 0.1695
N -3.565 -0.336 -2.454 -0.0306
N -4.001 1.640 -1.652 -0.1246
N -0.549 -3.231 -0.907 -0.1225
N -0.502 2.494 0.850 0.1335
N 2.009 -0.506 0.468 -0.0310
N -1.876 -2.338 -2.387 0.0090
N 1.287 -0.812 -2.166 0.0575
N 0.324 -0.209 2.567 0.0248
N 0.936 4.313 1.378 -0.0349
C 1.571 0.352 2.681 -0.2117
C -0.524 -0.092 3.615 -0.2394
C 4.325 -2.923 -2.092 -0.0970
C 3.916 -1.962 0.100 -0.0460
C -5.163 0.893 -1.537 -0.0606
C -3.020 0.871 -2.199 -0.7523
C 0.939 -0.899 -3.424 -0.1740
C 2.484 0.139 1.613 -0.2645
C 2.400 -1.438 -1.722 -0.1575
C 1.975 1.097 3.833 -0.1999
C 2.797 -2.301 -3.943 -0.0341
C 1.022 1.242 4.886 -0.0945
C 2.237 4.947 1.195 -0.0071
C 4.649 -2.782 -0.764 -0.1137
C -0.230 0.615 4.764 -0.1523
C -4.879 -0.327 -2.032 -0.0834
C -0.273 -3.848 -2.110 -0.0592
C -1.087 4.084 2.536 -0.0078
C 3.194 -2.238 -2.588 -0.1802
C -1.341 2.928 1.750 -0.3965
C 2.785 -1.249 -0.330 -0.2657
C 0.075 4.728 2.322 -0.0572
C -1.097 -3.292 -3.019 -0.0905
C -3.877 3.051 -1.353 -0.0564
C -1.540 -2.316 -1.084 -0.7409
C 0.136 -3.463 0.357 -0.0416
C 3.775 0.687 1.714 -0.0775
C 3.279 1.628 3.886 -0.1014
C 1.687 -1.633 -4.363 -0.0659
C 4.158 1.420 2.829 -0.1469
C 0.676 3.159 0.620 -0.5021
B -2.931 -1.520 -3.235 -0.4647
H 1.367 -1.666 -5.398 0.1000
H 1.008 -4.086 0.162 0.0909
H -2.347 -1.094 -4.209 0.0667
H -4.180 3.652 -2.213 0.0898
H -6.070 1.304 -1.127 0.1105
H 5.505 -3.320 -0.369 0.0940
H 0.031 -0.377 -3.707 0.0349
H 3.588 2.180 4.768 0.0852
H 1.293 1.801 5.776 0.0769
H 0.368 5.609 2.877 0.1281
H -1.190 -3.471 -4.079 0.1207
H 4.918 -3.536 -2.761 0.0903
H -1.473 -0.618 3.518 0.0749
H -2.836 3.267 -1.131 0.0421
H 5.158 1.843 2.865 0.0817
H -1.789 4.433 3.279 0.1056
H -0.960 0.663 5.567 0.0726
H 0.503 -4.590 -2.209 0.1207
H -2.866 2.167 2.797 0.1012
H -2.484 1.362 1.369 0.0603
H 2.216 5.937 1.647 0.0847
H 3.019 4.343 1.655 0.0961
H 4.462 0.574 0.883 0.0992
H -5.493 -1.208 -2.108 0.1139
H -0.527 -3.958 1.065 0.0850
H 3.394 -2.883 -4.637 0.1082
H 2.453 5.023 0.135 0.0905
H 4.203 -1.885 1.140 0.1018
H -3.839 -2.274 -3.533 0.0690
H 0.456 -2.516 0.791 0.0477
H -4.498 3.297 -0.496 0.0824
```

Results
Total charge = -1
Multiplicity = 2
Energy = -2797.557236 Eh

=====

(3)
C31H31BrClN5O4S | wB97M-V/def2-TZVPD

```
74
Properties=species:S:1:pos:R:3:lowdin_charge:R:1
Br -1.788 -1.148 -2.310 0.7701
Cl -3.607 2.388 -1.361 0.3850
S -1.616 2.578 -0.837 0.4063
O -1.315 4.036 -0.868 -0.4169
O 3.279 -0.892 2.779 0.0801
O -0.690 1.955 -1.817 -0.4021
O 4.143 -0.306 -2.414 0.0558
N -3.836 -0.479 4.210 0.1541
N 3.838 6.750 -0.510 0.1136
N -3.751 -3.763 -4.427 0.1445
N 0.729 2.521 3.005 0.1620
N -4.726 -1.696 -0.273 0.1575
C -1.849 -1.361 1.131 -0.1647
C -0.265 -1.110 -1.082 -0.4645
C 4.830 -1.608 1.020 -0.0094
C -5.177 -2.071 -1.262 -0.2377
C -2.382 1.226 1.618 -0.2136
C -5.739 -2.548 -2.523 -0.0767
C -4.968 -0.635 4.087 -0.2594
C 0.816 3.596 3.404 -0.2374
C -2.844 -0.141 0.934 -0.2783
C -3.284 -3.180 -5.300 -0.2436
C 5.949 -2.168 1.835 -0.1215
C -2.689 -2.437 -6.409 -0.0576
C 0.927 4.963 3.910 -0.0589
C 3.805 -0.848 -1.361 -0.2604
C 5.001 -1.400 -0.471 -0.0374
C 1.116 -0.966 -1.711 -0.1619
C 3.422 -1.194 1.604 -0.2608
C 2.156 -1.132 0.651 -0.0292
C 6.299 -1.708 -1.154 0.0046
C 5.889 -2.888 4.481 0.0952
C 7.255 -2.476 1.136 -0.0120
C -6.407 -0.834 3.930 -0.0670
C 0.793 -1.228 1.243 0.0476
C 2.338 -0.973 -0.860 -0.0122
C 1.232 -0.808 -3.281 -0.0898
C 7.445 -2.235 -0.335 -0.0461
C -1.213 1.991 0.864 -0.2622
C -0.471 -1.220 0.391 -0.1801
C 2.884 6.222 -0.874 -0.2847
C 5.788 -2.432 3.351 -0.0859
C 1.669 5.551 -1.337 -0.0782
H 2.257 -1.070 -3.671 0.0746
H 0.788 5.894 -0.792 0.0712
H -6.642 -1.321 2.981 0.0810
H 1.871 5.119 4.437 0.0863
H 0.726 -1.309 2.365 0.1214
H -1.776 -1.923 -6.103 0.0790
H 5.905 -3.344 5.507 0.0563
H 1.732 4.469 -1.202 0.0802
H 6.390 -1.508 -2.255 0.1085
H 1.487 5.735 -2.397 0.0851
H -6.814 -1.458 4.727 0.0824
H 0.122 5.198 4.609 0.0838
H -2.429 -3.097 -7.239 0.0859
H -3.374 -1.681 -6.797 0.0861
H -2.168 1.098 2.730 0.1067
H -0.236 1.430 0.802 0.0903
H -6.010 -1.718 -3.180 0.0846
H -0.995 2.924 1.477 0.0770
H 0.881 5.694 3.101 0.0829
H -6.641 -3.141 -2.362 0.0841
H -6.947 0.115 3.951 0.0824
H -5.025 -3.176 -3.068 0.0076
H -2.359 -2.341 0.878 0.1139
H -3.089 -0.058 -0.160 -0.0032
H 0.483 -1.427 -3.851 0.0347
H -3.813 -0.440 1.446 0.0654
H 8.150 -2.888 1.695 0.1105
H -3.291 1.920 1.584 0.1039
H -1.612 -1.415 2.247 0.1116
H 0.981 0.287 -3.491 0.0987
H 8.465 -2.460 -0.774 0.1014
```

Results
Energy = -5206.705642 Eh

=====

(4)
C31H31BrN5W | wB97M-V/def2-TZVPD

```
69
Properties=species:S:1:pos:R:3:nbo_charge:R:1
W 0.359 -0.216 0.087 1.0622
Br 0.095 -0.295 -2.560 0.2469
N 0.728 0.082 2.341 -0.6038
N 0.580 2.060 0.358 -0.5298
N 4.177 -1.178 1.692 -0.5093
N -0.385 3.540 1.686 -0.5208
N 2.587 -0.365 0.403 -0.5291
C 0.071 3.114 -0.429 0.0783
C 3.882 -0.529 -1.774 -0.2113
C -1.813 -0.063 -2.592 -0.0441
C -1.134 5.211 -0.071 -0.2453
C -1.069 -2.637 2.293 -0.5986
C 4.701 -1.186 0.400 0.0984
C -0.535 4.049 0.400 0.1689
C -2.449 0.228 -1.365 -0.0371
C 0.273 2.375 1.593 0.4322
C -0.033 -4.500 1.013 -0.5974
C -0.762 -3.157 0.887 -0.1303
C 0.631 1.512 2.757 -0.2712
C 5.934 -1.580 -0.103 -0.2159
C -1.101 5.403 -1.436 -0.1861
C 0.083 -2.178 0.065 -0.4864
C 2.928 -0.686 1.621 0.4209
C -2.503 0.665 0.971 -0.2613
C -4.556 0.824 -0.277 -0.1912
C 5.100 -0.923 -2.290 -0.2019
C -2.426 -0.155 -3.798 -0.2353
C -3.843 0.474 -1.456 -0.0668
C -2.092 -3.374 0.142 -0.5987
C 6.112 -1.443 -1.465 -0.1902
C 1.980 -0.587 2.770 -0.2635
C -1.746 0.278 -0.114 -0.3535
C -3.821 0.065 -3.847 -0.2005
C -4.503 0.377 -2.708 -0.1684
C 0.111 3.325 -1.805 -0.1949
C -3.894 0.932 0.907 -0.1959
C 3.691 -0.674 -0.404 0.1524
C -0.484 4.473 -2.291 -0.2023
H -2.037 0.741 1.953 0.1660
H -0.144 -2.548 2.883 0.1727
H -1.724 -3.326 2.835 0.2269
H -1.557 6.291 -1.857 0.2293
H -4.334 -0.003 -4.798 0.2288
H -1.912 -3.643 -0.904 0.2139
H -1.604 5.929 0.591 0.2297
H 1.740 -1.584 3.135 0.2503
H -0.469 4.668 -3.357 0.2279
H -0.614 -5.207 1.614 0.2113
H 0.592 2.617 -2.465 0.2292
H 4.639 -1.502 2.523 0.4317
H -0.096 1.625 3.558 0.2306
H 7.055 -1.740 -1.907 0.2307
H 5.284 -0.828 -3.352 0.2296
H -0.048 -0.437 2.736 0.4388
H 1.593 1.835 3.148 0.2331
H -5.571 0.563 -2.745 0.2224
H -0.734 3.954 2.533 0.4299
H 6.716 -1.980 0.532 0.2302
H -4.433 1.208 1.807 0.2147
H 2.442 -0.040 3.591 0.2209
H -2.699 -2.463 0.158 0.2150
H 0.946 -4.374 1.490 0.1964
H 3.109 -0.110 -2.408 0.2202
H 0.590 -2.742 -0.735 0.1721
H 0.131 -4.946 0.027 0.2150
H -1.866 -0.378 -4.698 0.2331
H -2.666 -4.184 0.607 0.2117
H -5.623 1.013 -0.343 0.2188
H -1.577 -1.671 2.247 0.1998
```

Results
Total charge = +1
Multiplicity = 3
Energy = -4114.591757 Eh

=====

(5)
C31H31Cl3NO3Y | wB97M-V/def2-TZVPD

```
70
Properties=species:S:1:pos:R:3:nbo_charge:R:1
Y 5.076 -11.936 18.768 1.9371
Cl 0.177 -14.296 15.073 0.0505
Cl 1.884 -12.810 13.159 0.0368
Cl 1.209 -11.662 15.725 -0.0366
O 5.940 -10.551 17.238 -0.6272
O 3.735 -10.824 17.295 -0.5892
O 4.563 -9.898 15.562 -0.1772
N 4.754 -10.380 16.607 0.7175
C 7.532 -13.756 19.956 -0.2122
C 4.251 -14.171 17.488 -0.4795
C 0.637 -12.748 14.398 -0.2687
C 6.984 -18.719 11.894 -0.2091
C 3.605 -12.531 21.353 -0.2333
C 4.433 -6.241 19.071 -0.2636
C 3.823 -5.026 21.133 -0.2048
C 2.513 -5.204 20.756 -0.2013
C 7.642 -13.529 18.538 -0.1880
C 5.654 -15.096 15.751 -0.1409
C 4.958 -10.554 21.117 -0.2880
C 4.720 -11.792 21.706 -0.2120
C 5.819 -16.206 16.532 -0.1656
C 7.942 -11.144 18.903 -0.2280
C 4.803 -5.523 20.206 -0.2071
C 8.718 -16.773 13.042 -0.2159
C 7.913 -11.405 20.239 -0.1975
C 6.558 -17.424 12.154 -0.2172
C 3.078 -6.426 18.760 -0.2368
C 4.379 -15.397 18.188 -0.1413
C 9.129 -18.092 12.830 -0.2208
C 2.854 -10.563 20.005 -0.1426
C 2.657 -11.926 20.489 -0.2395
C 7.641 -12.689 20.744 -0.2191
C 4.967 -14.012 16.267 -0.2058
C 2.154 -5.811 19.539 -0.2068
C 5.313 -16.377 17.810 -0.1903
C 8.313 -19.044 12.218 -0.1969
C 7.381 -16.452 12.669 -0.2363
C 3.982 -9.856 20.316 -0.2563
C 7.842 -12.266 18.030 -0.2695
H 7.610 -14.379 17.853 0.2540
H 6.355 -19.492 11.428 0.2317
H 3.374 -13.461 21.979 0.2852
H 5.209 -6.577 18.478 0.2064
H 5.912 -10.076 21.334 0.2638
H 5.841 -5.209 20.386 0.2220
H 1.116 -5.723 19.251 0.2257
H 8.609 -20.114 11.975 0.2353
H 10.148 -18.326 13.091 0.2222
H 7.556 -12.730 21.812 0.2407
H 6.997 -15.460 12.852 0.1865
H 4.745 -13.152 15.604 0.2476
H 2.739 -6.881 17.849 0.2150
H 7.412 -14.761 20.369 0.2626
H 1.690 -4.829 21.343 0.2260
H 3.848 -15.429 19.118 0.2250
H 5.988 -15.067 14.708 0.2497
H 5.572 -17.231 18.392 0.2506
H 4.208 -8.783 19.961 0.3160
H 3.340 -13.483 17.583 0.2660
H 5.561 -17.014 11.964 0.2118
H 9.324 -15.998 13.544 0.2130
H 6.335 -17.120 16.191 0.2569
H 7.853 -12.040 16.955 0.2754
H 8.095 -10.682 21.013 0.2486
H 8.106 -10.125 18.508 0.2787
H 4.200 -4.480 22.022 0.2382
H 2.019 -10.253 19.436 0.2616
H -0.206 -12.258 13.959 0.2387
H 1.725 -12.421 20.373 0.2687
H 5.423 -12.208 22.406 0.2600
```

Results
Total charge = +2
Energy = -2898.605463 Eh

=====

(6)
C31H31F6N7PPbS3 | wB97M-V/def2-TZVPD

```
80
Properties=species:S:1:pos:R:3:lowdin_charge:R:1
Pb 0.910 -0.541 -1.787 1.3678
S -0.398 2.543 -1.909 0.5321
S 5.274 -1.244 0.399 1.1901
S -2.384 2.126 -1.493 0.6748
P 0.219 -0.036 2.039 0.2192
F -1.135 0.814 1.827 -0.1427
F 0.989 1.317 2.412 -0.1128
F -0.113 -0.394 3.531 -0.0711
F -0.534 -1.352 1.473 -0.1408
F 1.604 -0.842 2.030 -0.1099
F 0.553 0.382 0.367 -0.3638
N -5.026 0.158 0.042 0.0714
N 3.185 -0.265 -0.725 -0.0275
N -0.084 3.393 0.617 0.0466
N -2.497 -0.765 -0.720 0.0389
N -4.099 0.881 -0.524 -0.0515
N 0.145 4.998 -1.022 0.0551
N -1.408 -1.447 -1.171 -0.0402
C 2.812 -2.550 -0.076 -0.2223
C -0.088 3.757 -0.640 -0.6281
C -4.953 -0.899 0.973 -0.2426
C -2.876 -3.353 -0.795 0.0146
C 4.121 0.753 -0.728 -0.2932
C -6.048 -1.760 1.031 -0.0217
C -1.619 -2.739 -1.183 -0.2041
C 6.207 2.561 -0.596 -0.0509
C -2.855 0.449 -0.794 -0.6211
C -2.108 -5.542 -1.583 -0.0439
C -3.924 -2.051 2.797 -0.0556
C -3.096 -4.665 -0.976 -0.0082
C -0.895 -5.078 -1.865 -0.0552
C 1.554 -2.492 -0.648 -0.1300
C 0.127 4.300 1.750 -0.1882
C 3.934 2.037 -1.241 -0.0125
C 1.193 -4.856 0.069 0.0642
C 4.981 2.928 -1.171 -0.0568
C -6.059 -2.784 1.962 -0.0652
C 1.470 5.334 -3.091 -0.0699
C 3.657 -1.345 -0.175 -0.5528
C -0.481 -3.663 -1.581 -0.1817
C 6.403 1.300 -0.075 -0.0570
C -3.893 -1.029 1.865 -0.0287
C 0.134 5.518 -2.396 -0.2281
C 3.248 -3.725 0.535 0.0749
C 1.603 4.567 2.001 -0.0582
C 0.651 -3.613 -0.488 -0.2615
C -4.995 -2.936 2.843 -0.0636
C 5.343 0.400 -0.147 -0.4304
C 2.448 -4.879 0.598 0.0042
H -6.903 -3.458 2.005 0.1136
H 1.713 5.226 2.859 0.0901
H -0.124 6.573 -2.315 0.1318
H -3.075 -0.324 1.854 0.0883
H -2.375 -6.564 -1.807 0.1210
H 0.429 5.651 -0.304 0.1435
H 1.705 4.275 -3.210 0.0560
H -3.111 -2.146 3.502 0.1130
H 4.865 3.927 -1.566 0.1095
H 1.434 5.783 -4.080 0.0898
H 7.346 1.021 0.370 0.1215
H 7.015 3.278 -0.566 0.1186
H -0.221 2.411 0.822 0.0780
H 0.141 -3.232 0.446 0.2146
H -5.959 0.484 -0.189 0.1681
H -4.047 -5.085 -0.681 0.1215
H 4.240 -3.767 0.971 0.1227
H -3.640 -2.724 -0.373 0.0899
H -0.435 5.219 1.567 0.1262
H -0.325 3.820 2.616 0.1308
H -6.877 -1.632 0.347 0.1203
H 2.123 3.635 2.215 0.0738
H -0.669 5.024 -2.942 0.1003
H -5.013 -3.726 3.580 0.1113
H -0.025 -3.291 -2.503 0.1395
H 2.092 5.040 1.149 0.0692
H -0.145 -5.714 -2.317 0.1302
H 2.986 2.312 -1.686 0.0926
H 2.274 5.811 -2.532 0.0819
H 0.548 -5.722 0.141 0.1386
H 2.835 -5.773 1.063 0.1314
```

Results
Total charge = +2
Multiplicity = 2
Energy = -3910.750668 Eh